[1]
22
Properties=species:S:1:pos:R:3 method="wB97M-V/def2-TZVPD" gap_ev=9.529 e_above_lowest_kcal_mol=68.4
C 2.11 -0.47 1.69
O 2.92 0.67 2.02
C 1.00 0.24 1.01
C -0.17 -0.83 0.52
C -1.00 -0.32 -0.63
C -2.10 0.46 -0.61
C -2.80 0.87 -1.89
C -0.31 -0.70 -2.02
H 1.71 -0.70 2.69
H 2.56 -1.35 1.20
H 3.45 0.70 1.20
H 1.39 0.86 0.10
H 0.45 0.95 1.61
H 0.10 -1.86 0.48
H -0.88 -0.83 1.35
H -2.67 0.73 0.38
H -2.33 0.53 -2.87
H -3.68 0.21 -1.81
H -3.35 1.89 -1.87
H 0.67 -1.16 -1.98
H -0.99 -1.19 -2.64
H -0.21 0.34 -2.32

***

[2]
15
Properties=species:S:1:pos:R:3 method="wB97M-V/def2-TZVPD" gap_ev="8.197 / 7.785" e_above_lowest_kcal_mol=128.9
C 0.31 -1.53 -0.17
C -0.93 -1.27 0.20
C 1.48 0.54 0.44
C -0.99 1.35 -0.07
C 1.07 -0.36 -0.71
C -1.53 0.00 -0.20
C 0.36 0.91 -0.47
H 0.84 -2.45 0.05
H -1.58 -2.01 0.64
H 1.30 0.17 1.44
H 2.37 1.14 0.36
H -1.51 2.04 -0.74
H -0.92 1.79 0.92
H 1.73 -0.51 -1.55
H -2.21 -0.14 -1.04

***

[3]
174
Properties=species:S:1:pos:R:3 method="wB97M-V/def2-TZVPD" gap_ev=9.261 charge=-2
P -17.36 9.67 16.63
F -18.43 10.47 17.65
F -17.48 8.47 17.65
F -18.63 8.90 15.85
F -16.31 8.73 15.87
F -17.16 10.84 15.53
F -16.10 10.26 17.44
P -11.83 14.25 15.45
F -12.24 12.75 14.94
F -10.34 13.72 15.97
F -11.17 14.73 14.07
F -11.63 15.72 16.05
F -13.25 14.83 14.98
F -12.52 13.88 16.87
C -14.85 6.04 17.99
O -14.33 6.64 18.89
N -14.41 5.99 16.77
N -15.96 5.32 18.21
H -13.71 6.71 16.53
H -14.97 5.58 16.03
H -16.43 5.64 19.03
H -16.69 5.32 17.50
C -14.63 10.61 19.97
O -14.19 11.43 19.18
N -15.20 11.02 21.19
N -14.36 9.27 19.83
H -15.73 10.28 21.57
H -15.57 11.97 21.28
H -14.14 8.88 18.90
H -14.99 8.58 20.29
C -12.45 9.26 16.82
O -12.37 8.04 16.82
N -12.91 10.05 15.89
N -12.07 9.91 18.04
H -12.87 11.04 16.04
H -13.36 9.66 15.07
H -11.70 9.36 18.77
H -12.69 10.67 18.34
C -20.00 10.90 12.20
O -21.11 10.72 12.73
N -18.85 10.51 12.91
N -19.82 11.47 10.97
H -18.94 10.44 13.91
H -17.94 10.79 12.62
H -18.92 11.38 10.56
H -20.61 11.75 10.34
C -20.06 13.78 15.36
O -20.75 14.69 14.90
N -20.42 13.02 16.48
N -18.89 13.54 14.79
H -20.95 13.48 17.21
H -20.20 12.10 16.74
H -18.58 14.15 14.06
H -18.18 12.98 15.29
C -16.80 14.11 20.58
O -15.87 13.75 21.32
N -17.52 13.17 19.88
N -17.27 15.39 20.35
H -17.91 13.56 19.03
H -17.32 12.19 19.71
H -17.31 15.71 19.40
H -16.71 16.07 20.92
C -13.37 17.89 22.30
O -13.31 18.67 23.26
N -13.40 16.59 22.49
N -13.55 18.26 20.99
H -13.33 15.85 21.82
H -13.21 16.35 23.45
H -13.54 19.24 20.84
H -13.15 17.72 20.23
C -15.56 8.77 9.99
O -15.67 7.58 9.78
N -16.68 9.56 10.08
N -14.29 9.38 10.11
H -16.62 10.40 10.65
H -17.56 8.99 10.20
H -14.24 10.34 10.18
H -13.56 8.74 9.97
C -8.06 13.71 19.45
O -7.30 13.73 20.41
N -9.07 12.80 19.27
N -8.03 14.74 18.45
H -9.55 12.69 18.35
H -9.08 11.95 19.82
H -7.17 15.24 18.29
H -8.70 14.70 17.72
C -15.59 11.45 12.92
O -15.93 11.58 11.70
N -15.67 12.51 13.71
N -15.22 10.25 13.43
H -15.98 13.36 13.36
H -15.40 12.55 14.69
H -15.48 10.05 14.38
H -15.10 9.44 12.88
C -14.98 7.24 22.77
O -15.94 7.95 22.31
N -14.63 6.06 22.29
N -14.43 7.77 23.91
H -14.88 5.93 21.30
H -13.76 5.66 22.55
H -13.73 7.33 24.52
H -14.72 8.65 24.27
C -16.35 14.28 16.70
O -17.49 14.33 17.16
N -15.90 15.21 15.86
N -15.58 13.18 16.87
H -16.56 15.87 15.49
H -14.97 15.21 15.39
H -15.76 12.61 17.70
H -14.51 13.21 16.69
C -21.38 17.01 18.15
O -21.33 18.06 17.47
N -20.38 16.10 18.51
N -22.51 16.79 18.96
H -19.52 16.23 18.01
H -20.46 15.48 19.27
H -23.39 17.22 18.67
H -22.57 15.86 19.30
C -19.31 8.29 20.71
O -19.89 7.96 21.70
N -20.03 9.06 19.75
N -17.95 8.34 20.54
H -21.00 8.80 19.56
H -19.54 9.27 18.87
H -17.32 7.86 21.18
H -17.52 8.82 19.74
C -22.80 9.72 22.38
O -23.64 10.49 22.01
N -22.87 8.37 22.26
N -21.49 10.10 22.88
H -23.79 8.09 21.97
H -22.18 7.72 22.23
H -20.69 9.40 22.84
H -21.09 10.96 22.49
C -18.51 17.43 15.18
O -17.70 16.82 14.45
N -19.91 17.24 15.06
N -18.14 18.57 16.04
H -20.48 17.64 15.76
H -20.16 16.35 14.71
H -17.14 18.48 16.17
H -18.59 18.55 16.94
C -21.57 12.79 19.96
O -21.49 13.90 20.41
N -20.41 12.19 19.68
N -22.79 12.26 19.56
H -20.24 11.28 19.36
H -19.55 12.60 20.07
H -22.74 11.27 19.20
H -23.54 12.46 20.22
C -11.98 5.21 21.13
O -12.24 4.58 22.18
N -11.47 6.47 21.21
N -12.10 4.60 19.94
H -11.66 6.93 22.06
H -11.62 6.98 20.36
H -12.11 5.03 19.08
H -12.21 3.61 19.85
C -16.18 6.02 13.46
O -15.88 5.11 14.19
N -15.35 6.70 12.63
N -17.42 6.43 13.35
H -14.43 6.29 12.55
H -15.71 6.90 11.70
H -17.61 7.30 12.99
H -18.09 6.14 14.04
C -22.35 10.24 16.30
O -22.39 9.87 17.50
N -23.45 10.72 15.61
N -21.18 9.87 15.57
H -24.13 11.22 16.16
H -23.31 11.18 14.73
H -21.01 10.35 14.67
H -20.33 9.74 16.10

***

[4]
52
Properties=species:S:1:pos:R:3 method="wB97M-V/def2-TZVPD" gap_ev=9.443 e_above_lowest_kcal_mol=17.8 charge=+1
Zn 0.09 0.01 0.09
C -0.49 -3.34 7.61
C -0.02 -2.61 6.39
C 0.73 -3.27 5.41
C 1.06 -2.63 4.23
C 0.67 -1.32 4.04
C -0.03 -0.63 5.01
C -0.36 -1.28 6.18
S 0.88 -0.57 2.44
O 1.43 0.76 2.49
O 1.56 -1.48 1.54
N -0.64 -0.40 1.85
C -1.16 -1.57 1.39
C -1.76 -2.56 2.17
C -2.25 -3.68 1.56
C -2.16 -3.80 0.17
C -1.56 -2.79 -0.54
N -1.05 -1.70 0.05
H 0.16 -4.17 7.85
H -1.49 -3.74 7.42
H -0.55 -2.68 8.47
H 1.03 -4.30 5.57
H 1.61 -3.13 3.44
H -0.32 0.39 4.82
H -0.92 -0.75 6.94
H -1.81 -2.41 3.24
H -2.71 -4.46 2.14
H -2.55 -4.67 -0.34
H -1.47 -2.83 -1.61
N -1.46 3.74 -1.01
C -0.57 2.92 -0.43
N -0.83 1.65 -0.64
C -1.98 1.63 -1.41
C -2.72 0.56 -1.91
C -3.84 0.85 -2.64
C -4.24 2.17 -2.89
C -3.53 3.24 -2.40
C -2.39 2.95 -1.65
H -1.46 4.75 -0.98
H 0.26 3.27 0.15
H -2.42 -0.46 -1.71
H -4.44 0.04 -3.04
H -5.13 2.34 -3.47
H -3.84 4.26 -2.58
S 4.46 0.36 -0.74
C 3.74 -0.86 -1.70
C 2.39 -0.84 -1.55
N 1.94 0.13 -0.71
C 2.92 0.83 -0.21
H 4.33 -1.52 -2.31
H 1.69 -1.49 -2.03
H 2.78 1.61 0.51

***

[5]
10
Properties=species:S:1:pos:R:3 method="wB97M-V/def2-TZVPD" gap_ev="6.159 / 6.256" e_above_lowest_kcal_mol=64.7
C 1.64 -1.62 0.19
P -1.03 1.39 1.51
P -0.82 0.45 -0.62
S -1.60 3.30 0.93
S -2.04 3.14 -1.05
S -0.17 -1.50 -0.23
H 1.73 -1.63 1.26
H 2.28 -0.85 -0.32
H 2.00 -2.61 -0.09
H -2.00 -0.08 -1.59

***

[6]
85
Properties=species:S:1:pos:R:3 method="wB97M-V/def2-TZVPD" s2=0.759 gap_ev="6.481 / 5.774" multiplicity=2 e_above_lowest_kcal_mol=69.2
Cu -3.00 -1.04 -2.83
C 0.40 -3.69 1.63
C -0.09 -3.95 0.40
C -1.54 -3.87 0.07
C -2.33 -2.65 0.66
C -3.26 -2.96 1.78
C -2.99 -3.71 2.84
C -1.65 -4.33 3.15
C -0.45 -3.38 2.83
C -3.83 0.80 -2.72
H 1.48 -3.66 1.78
H 0.57 -4.17 -0.45
H -2.07 -4.80 0.35
H -1.60 -3.80 -1.03
H -1.62 -1.84 0.88
H -2.95 -2.26 -0.16
H -4.28 -2.55 1.67
H -3.76 -3.95 3.58
H -1.53 -5.31 2.65
H -1.62 -4.54 4.25
H -0.81 -2.35 2.74
H 0.21 -3.39 3.70
H -4.30 1.06 -1.74
H -4.62 0.80 -3.50
H -3.03 1.57 -2.96
P -5.59 -1.21 -2.04
P -2.82 -3.28 -3.77
N -6.53 -1.65 -0.63
N -7.18 -0.86 -3.02
N -3.16 -4.81 -2.86
N -2.87 -4.46 -5.42
C -5.34 -2.88 -2.68
C -4.57 -2.80 -4.00
C -6.75 -0.77 0.44
C -7.63 -1.36 1.34
C -8.00 -2.64 0.80
C -7.33 -2.77 -0.41
C -7.43 0.36 -3.64
C -8.69 0.34 -4.22
C -9.26 -0.93 -3.93
C -8.31 -1.65 -3.20
C -2.13 -5.68 -2.43
C -2.69 -6.86 -1.97
C -4.10 -6.76 -2.16
C -4.34 -5.55 -2.78
C -3.35 -5.74 -5.66
C -3.46 -5.96 -7.04
C -2.99 -4.78 -7.68
C -2.63 -3.89 -6.66
H -6.29 -3.43 -2.79
H -4.77 -3.38 -1.89
H -5.04 -3.38 -4.81
H -4.51 -1.74 -4.37
H -6.25 0.20 0.45
H -7.98 -0.94 2.29
H -8.67 -3.37 1.23
H -7.37 -3.58 -1.14
H -6.69 1.15 -3.60
H -9.15 1.15 -4.78
H -10.24 -1.28 -4.21
H -8.37 -2.65 -2.80
H -1.09 -5.36 -2.48
H -2.15 -7.71 -1.54
H -4.86 -7.49 -1.88
H -5.29 -5.14 -3.13
H -3.58 -6.44 -4.87
H -3.85 -6.86 -7.50
H -2.91 -4.60 -8.74
H -2.23 -2.89 -6.73
O -0.76 1.30 -2.83
C -0.54 0.48 -1.90
O -1.23 -0.57 -1.63
C 0.71 0.97 -1.06
C 1.33 0.27 -0.01
C 2.44 0.77 0.67
C 3.00 2.02 0.31
C 2.41 2.74 -0.73
C 1.30 2.22 -1.41
N 4.20 2.47 0.95
O 4.70 1.75 1.85
O 4.73 3.56 0.60
H 0.96 -0.72 0.25
H 2.90 0.23 1.49
H 2.83 3.71 -0.99
H 0.93 2.80 -2.25

***

[7]
17
Properties=species:S:1:pos:R:3 method="wB97M-V/def2-TZVPD" gap_ev=8.362 e_above_lowest_kcal_mol=19.2
C -0.32 0.12 0.49
C -1.38 -1.84 1.31
C -1.80 1.10 -1.80
N -1.24 -0.73 0.40
N 3.05 0.25 -0.42
O 2.87 1.65 1.66
O 0.79 0.08 1.22
S -0.25 1.36 -0.78
S 2.67 0.30 1.25
H -0.67 -2.62 0.84
H -2.42 -2.17 1.41
H -0.92 -1.57 2.28
H -2.26 2.03 -2.05
H -2.39 0.40 -1.30
H -1.47 0.58 -2.77
H 3.41 1.17 -0.72
H 2.33 -0.09 -1.02

***

[8]
24
Properties=species:S:1:pos:R:3 method="wB97M-V/def2-TZVPD" gap_ev="7.534 / 7.532" e_above_lowest_kcal_mol=87.2
C 1.18 2.98 1.65
C 0.22 2.29 2.39
C 1.34 2.64 0.28
C -0.55 1.31 1.73
C 0.62 1.64 -0.37
C -0.37 0.98 0.33
C -0.33 -1.64 -1.74
C -1.06 -0.26 -0.03
C 0.25 -2.14 0.43
C -0.34 -2.09 -3.22
N 0.37 -2.37 -0.88
O -1.12 -0.59 -1.45
S -0.72 -3.23 1.41
H 1.81 3.75 2.06
H 0.02 2.68 3.37
H 1.90 3.38 -0.33
H -1.42 0.96 2.24
H 0.64 1.48 -1.40
H -2.02 -0.54 0.41
H 1.12 -2.06 1.16
H -1.09 -2.87 -3.24
H 0.61 -2.62 -3.48
H -0.47 -1.17 -3.83
H -0.59 -2.50 2.53

***

[9]
23
Properties=species:S:1:pos:R:3 method="wB97M-V/def2-TZVPD" gap_ev=8.332 charge=-1 smiles="CC#C[C@@](F)(C(=O)[O-])P(=O)(OC)OC"
C -2.37 0.95 -0.75
C -1.21 0.96 -0.51
C 0.35 1.37 1.42
C -3.71 0.79 -1.33
C 3.40 0.05 0.58
C -0.30 -2.23 0.62
C 0.20 1.17 -0.19
O 1.25 2.14 1.74
O -0.43 0.60 2.00
O 0.80 -1.05 -2.01
O 2.73 -0.32 -0.61
O 0.97 -1.66 0.38
F 0.81 2.18 -0.98
P 1.15 -0.48 -0.71
H -4.44 1.06 -0.53
H -3.74 -0.20 -1.50
H -3.89 1.42 -2.29
H 4.32 0.48 0.41
H 3.47 -0.84 1.12
H 2.59 0.67 1.08
H -0.91 -1.48 0.88
H -0.25 -2.89 1.38
H -0.79 -2.69 -0.20

***

[10]
10
Properties=species:S:1:pos:R:3 method="wB97M-V/def2-TZVPD" gap_ev=7.296 e_above_lowest_kcal_mol=19.9
C -1.63 -0.29 -0.41
N 0.57 -1.72 0.26
P 2.04 -1.48 -0.27
P 1.06 2.10 0.34
P -0.28 -0.35 0.85
S 2.46 0.65 -0.45
H -1.80 0.75 -0.69
H -2.55 -0.69 0.01
H -1.36 -0.87 -1.29
H 1.51 1.92 1.66